1.
# C63H98Br2F12N11O3P2

A 12-piece molecular cluster, C63H98Br2F12N11O3P2 overall at a distorted geometry (ωB97M-V/def2-TZVPD, OMol25).

XYZ file:
```
191
C63H98Br2F12N11O3P2 ωB97M-V/def2-TZVPD
C -7.530 -0.687 2.759
N -8.382 -0.248 3.910
C -8.148 -0.719 5.178
C -8.988 -0.353 6.196
C -10.161 0.328 5.873
C -10.375 0.784 4.599
C -9.431 0.497 3.610
C -11.234 0.686 6.928
C -12.551 0.366 6.694
C -13.618 0.724 7.570
N -13.239 1.398 8.681
C -11.951 1.750 8.940
C -10.998 1.339 8.105
C -14.379 1.793 9.614
H -7.508 0.094 2.059
H -7.928 -1.589 2.381
H -6.488 -0.762 3.169
H -7.237 -1.259 5.289
H -8.788 -0.611 7.229
H -11.201 1.524 4.368
H -9.590 0.792 2.562
H -12.806 -0.120 5.820
H -14.669 0.596 7.411
H -11.820 2.322 9.834
H -9.984 1.683 8.372
H -13.960 2.633 10.185
H -14.638 0.920 10.218
H -15.168 2.079 8.993
C 4.986 3.953 -5.925
N 4.966 4.459 -4.558
C 4.510 3.621 -3.571
C 4.248 4.145 -2.343
C 4.599 5.469 -2.057
C 5.188 6.217 -3.039
C 5.350 5.686 -4.268
C 4.293 6.135 -0.731
C 4.907 5.644 0.424
C 4.676 6.239 1.603
N 3.734 7.207 1.741
C 2.980 7.601 0.679
C 3.333 7.134 -0.557
C 3.537 7.904 3.051
H 5.265 4.820 -6.508
H 4.025 3.673 -6.197
H 5.702 3.158 -6.029
H 4.470 2.563 -3.784
H 3.997 3.410 -1.559
H 5.652 7.229 -2.904
H 5.616 6.317 -5.081
H 5.738 5.008 0.287
H 5.156 5.938 2.511
H 2.221 8.368 0.847
H 2.834 7.644 -1.434
H 4.104 8.836 3.050
H 3.748 7.204 3.847
H 2.446 8.008 3.131
C -7.461 6.167 -12.117
N -7.861 5.649 -10.820
C -7.006 5.199 -9.807
C -7.474 4.653 -8.674
C -8.849 4.609 -8.394
C -9.693 5.070 -9.385
C -9.170 5.579 -10.542
C -9.282 4.071 -7.083
C -10.215 4.707 -6.223
C -10.636 4.125 -5.063
N -10.040 2.995 -4.612
C -9.169 2.320 -5.356
C -8.792 2.810 -6.594
C -10.367 2.442 -3.227
H -8.279 6.689 -12.514
H -7.159 5.413 -12.848
H -6.650 6.926 -12.023
H -5.897 5.320 -9.950
H -6.764 4.258 -7.905
H -10.743 5.005 -9.277
H -9.895 5.860 -11.307
H -10.745 5.568 -6.559
H -11.388 4.624 -4.525
H -8.716 1.430 -4.887
H -8.176 2.177 -7.231
H -9.737 2.744 -2.432
H -10.282 1.351 -3.329
H -11.414 2.670 -2.970
C 10.411 -8.045 -11.507
N 9.510 -7.415 -10.521
C 9.423 -7.919 -9.266
C 8.501 -7.249 -8.389
C 7.728 -6.178 -8.769
C 7.856 -5.717 -10.115
C 8.782 -6.386 -10.928
C 6.826 -5.526 -7.786
C 7.432 -4.666 -6.842
C 6.601 -3.899 -5.986
N 5.296 -4.034 -5.932
C 4.760 -4.950 -6.774
C 5.489 -5.721 -7.621
C 4.385 -3.344 -4.937
H 10.115 -7.754 -12.511
H 10.252 -9.157 -11.469
H 11.451 -7.810 -11.340
H 9.980 -8.827 -9.012
H 8.489 -7.575 -7.380
H 7.301 -4.849 -10.560
H 8.991 -6.035 -11.955
H 8.466 -4.458 -6.881
H 7.048 -3.155 -5.337
H 3.773 -5.213 -6.569
H 4.992 -6.495 -8.254
H 4.474 -3.897 -4.041
H 3.400 -3.458 -5.383
H 4.539 -2.265 -4.925
C 2.336 -10.956 15.932
N 1.050 -11.165 16.745
C 0.984 -10.225 17.747
C -0.111 -10.977 15.803
C 0.960 -12.505 17.076
C -5.047 -6.968 4.064
O -4.657 -7.532 5.118
H 2.373 -9.997 15.448
H 2.518 -11.679 15.165
H 3.155 -10.971 16.657
H -0.065 -10.149 18.107
H 1.235 -9.268 17.335
H 1.720 -10.251 18.510
H -0.999 -11.431 16.218
H 0.105 -11.351 14.794
H -0.342 -9.914 15.721
H 0.909 -12.731 18.128
H 0.934 -13.201 16.264
H -4.469 -6.034 3.900
H -5.810 -7.498 3.438
H -4.139 -6.921 5.733
C -0.807 0.264 3.217
N -0.658 0.726 1.799
C 0.677 1.359 1.584
C -0.743 -0.535 1.024
C -1.748 1.602 1.345
C -1.889 2.921 1.991
O -0.965 3.906 1.565
H -1.831 -0.122 3.432
H -0.767 1.168 3.903
H -0.012 -0.440 3.422
H 0.661 2.413 1.915
H 0.838 1.384 0.505
H 1.533 0.714 1.982
H -0.158 -1.263 1.584
H -0.271 -0.317 0.093
H -1.780 -0.923 0.926
H -2.692 1.050 1.479
H -1.506 1.825 0.289
H -1.686 2.868 3.068
H -2.883 3.325 1.923
H -1.310 4.752 1.702
C 11.729 1.737 -2.254
N 12.406 1.269 -1.034
C 12.590 2.441 -0.232
C 11.450 0.337 -0.367
C 13.796 0.570 -1.235
C 14.909 1.482 -1.887
O 15.983 0.508 -2.072
H 12.387 2.311 -2.946
H 10.945 2.374 -1.913
H 11.353 0.886 -2.816
H 13.079 3.206 -0.876
H 13.082 2.242 0.704
H 11.555 2.681 0.014
H 11.797 0.049 0.619
H 11.326 -0.504 -1.026
H 10.500 0.884 -0.251
H 13.521 -0.234 -1.928
H 14.147 0.294 -0.251
H 15.062 2.238 -1.136
H 14.608 2.028 -2.738
H 16.743 1.027 -2.361
Br -9.912 1.449 -0.276
Br 1.807 3.411 -4.705
P 2.940 0.171 -2.501
F 4.353 0.982 -2.181
F 3.832 -1.200 -2.630
F 2.764 -0.151 -0.914
F 1.557 -0.439 -2.809
F 2.196 1.627 -2.410
F 3.278 0.493 -4.067
P -4.897 1.822 4.493
F -5.308 2.268 6.050
F -6.484 1.481 4.146
F -5.064 3.392 3.957
F -4.639 1.422 2.940
F -3.300 2.186 4.833
F -4.657 0.319 4.883
```

The net charge is +7. The LUMO energy is -10.96 eV. Its multiplicity is 1. Its energy above the lowest of the compared OMol25 structures with the same formula, charge and spin is 103.2 kcal/mol. The largest force on an atom comes out at 5.5 eV Å⁻¹.

2.
# C64H144F12N8P2

A 10-piece molecular cluster, C64H144F12N8P2 overall at a distorted geometry (ωB97M-V/def2-TZVPD, OMol25).

XYZ file:
```
230
C64H144F12N8P2 ωB97M-V/def2-TZVPD
C 12.801 12.844 2.020
C 12.904 12.007 3.310
C 13.267 10.540 3.060
N 13.382 9.756 4.396
C 14.428 10.263 5.344
C 12.027 9.671 5.170
C 11.988 8.294 5.874
C 13.154 7.504 5.402
C 13.566 8.270 4.149
H 12.602 13.891 2.251
H 11.974 12.424 1.448
H 13.596 12.810 1.276
H 12.003 12.113 3.914
H 13.681 12.584 3.813
H 14.176 10.337 2.494
H 12.605 10.025 2.364
H 15.302 10.209 4.696
H 14.696 9.688 6.231
H 14.277 11.321 5.562
H 11.981 10.495 5.882
H 11.188 9.676 4.474
H 11.794 8.514 6.924
H 11.098 7.739 5.577
H 13.969 7.486 6.126
H 12.783 6.508 5.160
H 14.609 8.092 3.891
H 13.016 8.027 3.240
C 3.670 22.681 -6.713
C 4.506 23.450 -7.786
C 5.768 22.581 -8.203
N 7.056 23.271 -8.670
C 7.746 24.101 -7.542
C 6.870 24.148 -9.961
C 8.213 24.124 -10.646
C 8.692 22.692 -10.379
C 8.019 22.144 -9.160
H 3.388 21.731 -7.168
H 2.733 23.165 -6.438
H 4.330 22.605 -5.849
H 4.873 24.385 -7.362
H 3.967 23.565 -8.726
H 5.508 21.728 -8.830
H 6.159 22.060 -7.329
H 7.978 23.464 -6.689
H 7.090 24.944 -7.325
H 8.741 24.427 -7.846
H 6.713 25.176 -9.636
H 6.041 23.686 -10.496
H 8.852 24.843 -10.135
H 8.228 24.596 -11.629
H 9.778 22.753 -10.319
H 8.414 22.004 -11.177
H 8.884 21.865 -8.558
H 7.474 21.263 -9.498
C -0.620 20.000 1.536
C 0.346 18.848 1.673
C 1.493 18.935 0.696
N 2.708 18.115 1.251
C 2.463 16.600 1.222
C 3.307 18.641 2.640
C 4.835 18.460 2.555
C 5.184 18.797 1.100
C 3.947 18.348 0.320
H -0.992 20.139 0.521
H -0.142 20.969 1.677
H -1.406 20.036 2.291
H -0.251 17.937 1.706
H 0.689 19.088 2.680
H 1.816 19.970 0.589
H 1.254 18.411 -0.229
H 1.874 16.451 0.317
H 1.959 16.460 2.179
H 3.463 16.166 1.239
H 2.881 18.181 3.531
H 3.087 19.708 2.656
H 5.014 17.407 2.771
H 5.330 19.029 3.343
H 6.094 18.331 0.722
H 5.324 19.878 1.076
H 4.086 17.534 -0.391
H 3.711 19.103 -0.430
C 11.727 26.110 -0.735
C 12.271 27.548 -1.074
C 11.226 28.660 -0.912
N 11.831 30.115 -0.979
C 12.787 30.329 0.234
C 12.481 30.431 -2.318
C 11.311 30.790 -3.283
C 10.143 31.188 -2.387
C 10.677 31.097 -0.957
H 11.655 25.544 -1.664
H 10.853 26.184 -0.087
H 12.521 25.713 -0.103
H 12.548 27.439 -2.122
H 13.187 27.707 -0.505
H 10.696 28.554 0.035
H 10.446 28.606 -1.671
H 12.345 29.941 1.152
H 13.028 31.370 0.447
H 13.663 29.723 0.000
H 13.030 31.367 -2.215
H 13.099 29.593 -2.639
H 11.669 31.567 -3.958
H 11.061 29.952 -3.934
H 9.798 32.216 -2.500
H 9.335 30.458 -2.435
H 11.120 32.012 -0.563
H 10.013 30.702 -0.188
C 13.039 15.912 -11.685
C 14.175 16.937 -11.685
C 15.207 16.516 -10.594
N 16.502 17.393 -10.567
C 16.223 18.919 -10.831
C 17.508 16.811 -11.691
C 18.415 15.781 -10.927
C 17.916 15.833 -9.511
C 17.269 17.196 -9.263
H 12.329 15.948 -12.511
H 12.396 16.051 -10.816
H 13.399 14.886 -11.769
H 13.789 17.950 -11.568
H 14.612 16.835 -12.678
H 15.469 15.473 -10.771
H 14.710 16.513 -9.624
H 15.819 19.014 -11.839
H 17.251 19.276 -10.762
H 15.479 19.386 -10.186
H 18.151 17.650 -11.958
H 16.877 16.422 -12.490
H 19.495 15.926 -10.956
H 18.347 14.804 -11.405
H 18.647 15.755 -8.707
H 17.234 15.004 -9.323
H 18.056 17.949 -9.304
H 16.606 17.281 -8.403
C 1.942 9.830 -5.569
C 2.758 10.949 -6.206
C 2.137 11.290 -7.642
N 2.802 12.456 -8.389
C 2.868 12.212 -9.938
C 2.146 13.803 -8.239
C 3.240 14.919 -8.373
C 4.541 14.261 -8.347
C 4.262 12.774 -7.912
H 2.052 8.949 -6.201
H 0.895 10.124 -5.492
H 2.212 9.619 -4.534
H 3.817 10.717 -6.098
H 2.698 11.742 -5.460
H 1.062 11.463 -7.691
H 2.203 10.392 -8.256
H 3.434 11.293 -10.091
H 3.491 12.955 -10.436
H 1.911 12.178 -10.459
H 1.311 13.953 -8.924
H 1.745 13.832 -7.226
H 3.036 15.424 -9.317
H 3.194 15.706 -7.620
H 5.123 14.298 -9.269
H 5.113 14.677 -7.518
H 4.911 12.063 -8.423
H 4.316 12.642 -6.832
C 22.306 25.387 -0.478
C 20.928 24.756 -0.620
C 20.989 23.392 -1.299
N 19.607 22.791 -1.640
C 18.836 23.643 -2.632
C 18.781 22.607 -0.302
C 17.877 21.413 -0.602
C 18.735 20.454 -1.391
C 19.874 21.321 -2.082
H 22.282 26.303 0.113
H 22.832 25.611 -1.406
H 22.907 24.731 0.151
H 20.230 25.381 -1.178
H 20.488 24.763 0.377
H 21.556 22.658 -0.726
H 21.358 23.453 -2.322
H 18.382 24.480 -2.102
H 18.030 23.071 -3.091
H 19.564 24.075 -3.319
H 18.275 23.557 -0.133
H 19.525 22.401 0.468
H 17.032 21.605 -1.263
H 17.492 20.901 0.280
H 18.080 19.938 -2.094
H 19.282 19.755 -0.758
H 20.043 21.182 -3.150
H 20.843 20.962 -1.736
C 15.275 11.538 -4.395
C 14.466 10.550 -5.187
C 12.936 10.523 -4.837
N 11.992 10.061 -5.992
C 11.736 11.228 -6.991
C 10.688 9.499 -5.433
C 10.040 8.638 -6.548
C 11.286 8.078 -7.322
C 12.524 8.829 -6.805
H 14.896 12.560 -4.400
H 16.311 11.505 -4.730
H 15.270 11.328 -3.325
H 14.863 9.549 -5.019
H 14.632 10.696 -6.254
H 12.656 11.515 -4.484
H 12.812 9.914 -3.941
H 12.718 11.644 -7.216
H 11.055 11.983 -6.599
H 11.220 10.755 -7.827
H 10.015 10.323 -5.195
H 11.062 8.816 -4.671
H 9.363 9.208 -7.185
H 9.527 7.848 -6.000
H 11.133 7.874 -8.382
H 11.410 7.055 -6.967
H 13.270 9.105 -7.549
H 12.975 8.187 -6.048
P 11.028 18.525 -4.525
F 11.507 18.901 -2.963
F 10.571 17.158 -3.907
F 9.490 19.034 -4.306
F 10.541 18.104 -6.045
F 11.379 20.031 -5.069
F 12.611 18.103 -4.804
P 15.285 25.715 -8.650
F 14.402 24.499 -8.031
F 13.917 26.508 -9.119
F 15.349 26.398 -7.170
F 16.182 26.940 -9.223
F 16.604 24.831 -8.256
F 15.120 25.111 -10.164
```

The net charge is +6. The LUMO energy is -8.33 eV. Its multiplicity is 1. The largest force on an atom comes out at 3.0 eV Å⁻¹.

For the records above, the corresponding E values read -280661.5605; -131764.4602 eV.